1.
C3H5NOS | wB97M-V/def2-TZVPD

The calculation puts the energy above the lowest of the compared OMol25 structures with the same formula, charge and spin at 321.8 kJ/mol. Its SMILES is CO/N=C/C=S. The highest occupied orbital energy comes out at -9.029 eV. Its orbital gap is 7.9 eV.

Each line ends with the Mulliken charge.
Geometry (Å):
C  3.2241  0.2167  0.1901  -0.43
O  2.0974  -0.5433  -0.1090  -0.10
N  1.0517  0.3259  -0.0960  -0.44
C  -0.0646  -0.2935  -0.1273  0.11
C  -1.2711  0.4486  -0.1582  -0.37
S  -2.8065  -0.0909  0.1109  -0.21
H  3.3363  1.0444  -0.5279  0.24
H  4.0713  -0.5326  0.0413  0.22
H  3.1578  0.6305  1.2190  0.25
H  -0.0591  -1.3788  -0.0902  0.41
H  -1.0732  1.5247  -0.3006  0.29

***

2.
C4H4BiO5 | wB97M-V/def2-TZVPD

The calculation puts the energy above the lowest of the compared OMol25 structures with the same formula, charge and spin at 0.0 kJ/mol. The highest occupied orbital energy (spin up / spin down) comes out at -18.410 / -19.042 eV. Its multiplicity is 2. Its net charge is +2. Its orbital gap (spin up / spin down) is 7.2 / 7.8 eV.

Each line ends with the Mulliken spin population.
Geometry (Å):
O  1.5882  1.2925  -0.8658  0.00
C  0.4828  1.5252  -1.2006  0.00
O  -0.7123  -0.5195  -0.2494  -0.01
H  1.5619  -3.1799  1.8092  0.00
Bi  -2.5253  0.5661  -1.0043  0.99
O  -0.6272  1.9067  -1.2886  0.01
O  0.9663  -1.8773  0.3197  0.00
C  1.7593  -2.1516  1.4930  0.00
C  1.2752  -1.1017  2.4943  0.00
O  0.3526  -0.3091  1.7174  0.00
C  0.2653  -0.7855  0.4990  0.00
H  2.8125  -2.0354  1.2177  0.00
H  2.0708  -0.4469  2.8605  0.00
H  0.7203  -1.5316  3.3347  0.00

***

3.
C27H33ClGaN2O4 | wB97M-V/def2-TZVPD

The highest occupied orbital energy (spin up / spin down) comes out at -0.834 / -2.537 eV. Its net charge is -1. Its orbital gap (spin up / spin down) is 3.3 / 5.1 eV.

Each line ends with the Mulliken charge.
Geometry (Å):
Ga  0.7434  -0.2422  -0.3157  -0.13
Cl  -0.7007  1.4636  -0.7875  -0.45
N  -1.2791  -1.5353  -0.6733  -0.01
N  2.0507  1.5268  0.2672  -0.14
C  -1.0401  -2.3598  -1.6518  0.68
C  2.7374  1.9904  -0.7426  0.73
C  -2.7652  -1.4843  -0.4943  1.76
C  -3.2006  -2.7544  -1.2116  -0.85
C  -3.3796  -0.2869  -1.1866  -1.75
C  -3.1755  -1.5108  0.9567  -1.94
H  -3.1738  -0.3139  -2.2636  0.39
H  -2.9694  0.6371  -0.7728  0.26
H  -4.4655  -0.3179  -1.0314  0.46
H  -2.6480  -2.3219  1.4687  0.45
H  -4.2562  -1.7011  1.0059  0.47
H  -2.9607  -0.5562  1.4380  0.26
C  2.0031  2.5833  1.3323  1.77
C  2.8837  3.6754  0.7451  -0.85
C  2.5831  2.0371  2.6215  -1.62
C  0.6224  3.1386  1.5550  -1.65
H  0.1929  3.4665  0.6038  0.50
H  0.7054  4.0000  2.2336  0.48
H  -0.0483  2.3962  1.9942  -0.01
H  3.5458  1.5603  2.4111  0.43
H  1.9017  1.3108  3.0706  0.13
H  2.7339  2.8683  3.3201  0.42
O  3.1938  3.2365  -0.6108  -0.42
H  3.8322  3.8007  1.2822  0.31
H  2.3970  4.6535  0.6596  0.32
O  -2.0817  -3.0624  -2.1076  -0.38
H  -4.0992  -2.6583  -1.8289  0.27
H  -3.3119  -3.6013  -0.5201  0.34
C  0.2633  -2.5552  -2.3505  -1.57
C  3.1180  1.2877  -2.0132  -1.21
C  1.9850  0.7086  -2.8147  0.49
H  3.7864  0.4635  -1.7020  0.29
H  3.7013  1.9932  -2.6083  0.37
C  1.1737  -0.2543  -2.2319  0.52
C  0.6186  -1.2617  -3.0055  0.34
H  0.8914  -1.1059  2.6940  0.17
C  0.3887  -0.9981  -4.3739  1.20
C  0.9289  0.1690  -4.9191  -1.34
C  -0.4269  -1.9455  -5.1940  -1.68
C  1.7814  0.9983  -4.1815  1.16
H  0.7310  0.4087  -5.9654  0.24
C  2.4832  2.1505  -4.8276  -1.87
H  2.0337  2.3599  -5.8019  0.40
H  3.5499  1.9431  -4.9947  0.34
H  2.4099  3.0540  -4.2093  0.34
H  0.1213  -2.8703  -5.4240  0.30
H  -0.6960  -1.4737  -6.1437  0.40
H  -1.3479  -2.2313  -4.6679  0.23
H  0.1584  -3.3725  -3.0643  0.51
H  1.0082  -2.8226  -1.5871  0.14
O  0.3165  -0.6362  2.0640  -0.09
C  -0.7534  -0.1198  2.7652  0.81
O  -1.4546  0.7477  2.2802  -0.79
C  -0.9565  -0.7213  4.1001  0.58
C  -0.4640  -1.9937  4.4487  -0.82
C  -0.7082  -2.4845  5.7357  -0.60
C  -1.4282  -1.7257  6.6678  -0.60
C  -1.8714  -0.4396  6.3248  -0.37
C  -1.6598  0.0533  5.0357  -0.84
H  0.0945  -2.5948  3.7283  0.37
H  -0.3266  -3.4698  6.0128  0.35
H  -1.6226  -2.1206  7.6663  0.33
H  -2.3755  0.1880  7.0596  0.35
H  -2.0230  1.0329  4.7301  0.35